Here is a structure of composition C19H13InN6O5Se from OMol25. Energies are from ωB97M-V/def2-TZVPD.

E_HOMO, eV: -8.622
LUMO, hartree: -0.0609
2S+1: 1
Total energy, eV: -109613.3692
ΔE to the lowest compared entry with this formula, charge and spin, eV: 0.818

Cartesian coordinates (Å):
In -1.99672 -0.56174 1.30395
O 4.87332 -1.59402 0.81213
C 4.08688 -0.69707 1.10582
O 4.20868 0.52405 1.36080
C 2.60816 -1.09458 1.12355
C 1.95750 -1.47386 -0.05513
C 0.59431 -1.60783 -0.05292
N -0.13148 -1.38738 1.06609
C 0.50015 -1.07431 2.22408
C 1.86319 -0.93618 2.28903
C -0.33751 -0.85549 3.49895
O 0.23441 -0.79861 4.54868
O -1.62058 -0.79814 3.26946
H 2.52015 -1.63831 -0.96461
H 0.04376 -1.87336 -0.94687
H 2.30543 -0.66280 3.23541
N -5.44369 -3.27472 1.00774
C -4.75508 -2.13786 0.88351
O -3.59552 -2.06649 1.39956
C -5.30995 -1.05586 0.14155
C -4.35375 -0.08502 -0.03222
N -3.35049 0.51036 -0.07236
C -6.59213 -1.06322 -0.45541
N -7.64282 -1.06712 -0.92617
H -6.36449 -3.37707 0.61647
H -5.02885 -4.03167 1.52313
C -0.97338 1.83291 -1.66237
N 0.31324 1.83681 -1.00640
C 0.54392 2.01452 0.31630
Se -0.75816 2.16179 1.66052
N 1.87374 2.06679 0.48166
C 2.52377 1.90923 -0.73687
C 3.86736 1.89137 -1.08618
C 4.15435 1.67081 -2.42062
C 3.14356 1.48649 -3.37472
C 1.80608 1.52369 -3.02411
C 1.52392 1.74542 -1.68295
H -1.73371 2.14609 -0.95665
H -1.21659 0.83370 -2.03413
H -0.94998 2.52340 -2.50481
H 2.34207 2.16907 1.37379
H 4.64034 2.02241 -0.34371
H 5.18809 1.63812 -2.73587
H 3.41469 1.31879 -4.40833
H 1.02379 1.38688 -3.75879

=====

Here is a structure of composition C19H13N7O7ReS from OMol25. Energies are from ωB97M-V/def2-TZVPD.

E_HOMO (spin up / spin down), eV: -14.766 / -14.930
Charge: +2
LUMO (spin up / spin down), hartree: -0.3047 / -0.3338
2S+1: 4
Total energy, eV: -57618.1713
ΔE to the lowest compared entry with this formula, charge and spin, eV: 0.000

Cartesian coordinates (Å):
Re 0.16170 -0.23437 0.75044
N 2.63536 1.98328 -2.01805
C 1.90846 1.55553 -0.99337
S 1.79997 -0.23251 -0.82277
N 1.34214 2.38089 -0.17187
N 0.64919 1.74547 0.83097
C 0.29017 2.44738 1.88119
C 0.51161 3.87653 2.03198
C 1.11546 4.36422 3.19929
C 1.33477 5.72093 3.34501
C 0.91925 6.59918 2.35111
C 0.30772 6.12157 1.19750
C 0.12327 4.76391 1.02171
C -0.33819 1.64106 2.94769
C -0.89187 2.16934 4.09636
C -1.41678 1.30599 5.05216
C -1.37485 -0.06077 4.83667
C -0.84831 -0.52891 3.64667
N -0.35536 0.30198 2.72176
H 3.09123 1.34680 -2.64930
H 2.76298 2.97526 -2.15377
H 1.45512 3.68240 3.96907
H 1.82714 6.09490 4.23165
H 1.07701 7.66204 2.47452
H -0.01878 6.81084 0.43148
H -0.34242 4.39082 0.12051
H -0.92021 3.23917 4.23609
H -1.85221 1.70476 5.95850
H -1.75380 -0.76162 5.56643
H -0.81073 -1.58765 3.42250
O -5.56715 -4.90697 1.77485
N -5.83458 -3.72888 1.77943
O -6.89909 -3.21608 2.02664
C -4.72112 -2.80207 1.45652
C -3.48864 -3.32827 1.16070
C -2.45492 -2.44003 0.86554
C -2.64314 -1.04462 0.83126
O -1.74004 -0.19232 0.37555
C -3.90921 -0.58319 1.21275
C -4.95614 -1.43309 1.48680
N -4.12103 0.87077 1.35644
O -5.15355 1.32410 0.94507
O -3.22766 1.48492 1.91832
N -1.16306 -3.02220 0.59616
O -1.04629 -4.17847 0.38967
O -0.10526 -2.28795 0.65380
H -3.33369 -4.39918 1.16799
H -5.93695 -1.04841 1.73826